No. 1
{
  "formula": "C19H27N3O4S2",
  "method": "the ωB97M-V functional and the def2-TZVPD basis",
  "species": ["C", "O", "C", "O", "C", "C", "C", "S", "O", "O", "N", "C", "C", "C", "C", "N", "C", "C", "C", "C", "C", "C", "S", "C", "C", "C", "N", "C", "H", "H", "H", "H", "H", "H", "H", "H", "H", "H", "H", "H", "H", "H", "H", "H", "H", "H", "H", "H", "H", "H", "H", "H", "H", "H", "H"],
  "positions_angstrom": [[1.5157, 5.3748, -5.4956], [1.4153, 4.4082, -4.4605], [1.9820, 3.2189, -4.7181], [2.5415, 2.9622, -5.7602], [1.8249, 2.3055, -3.5908], [1.2000, 2.5306, -2.3745], [1.3134, 1.3484, -1.6396], [0.7007, 1.0475, -0.0117], [1.0297, -0.3163, 0.3204], [1.1252, 2.0963, 0.8632], [-0.9409, 1.1925, -0.2766], [-1.7540, 1.9249, 0.6705], [-2.1817, 1.1322, 1.9170], [-0.9751, 0.7528, 2.7751], [-1.4250, -0.0754, 3.9842], [-2.1958, -1.2507, 3.6491], [-1.4882, -2.4750, 3.3798], [-0.9068, -2.7060, 1.9615], [-0.0249, -3.9012, 1.9547], [1.3166, -3.9462, 1.7420], [1.8543, -5.2510, 1.8408], [0.9138, -6.1822, 2.1310], [-0.6537, -5.4861, 2.2895], [-3.3265, -0.9283, 2.8125], [-2.9735, -0.1255, 1.5491], [2.0003, 0.4422, -2.4215], [2.3074, 1.0206, -3.5940], [3.0289, 0.3950, -4.6673], [2.5632, 5.6030, -5.7033], [1.0507, 5.0025, -6.4110], [0.9967, 6.2587, -5.1349], [0.7271, 3.4369, -2.0597], [-1.3306, 0.3014, -0.5419], [-2.6388, 2.2869, 0.1358], [-1.1458, 2.7788, 0.9734], [-2.8333, 1.7893, 2.5065], [-0.4656, 1.6547, 3.1179], [-0.2602, 0.1845, 2.1831], [-0.5579, -0.3806, 4.5720], [-2.0625, 0.5525, 4.6207], [-0.6683, -2.5366, 4.1002], [-2.1762, -3.3037, 3.5911], [-1.7316, -2.8543, 1.2591], [-0.3086, -1.8536, 1.6376], [1.8949, -3.0693, 1.5103], [2.8960, -5.4803, 1.7016], [1.0325, -7.2388, 2.2659], [-3.8344, -1.8558, 2.5389], [-4.0187, -0.3297, 3.4188], [-2.3793, -0.7505, 0.8821], [-3.8941, 0.1496, 1.0282], [2.2751, -0.5653, -2.1808], [2.4208, 0.3739, -5.5723], [3.2903, -0.6204, -4.3766], [3.9355, 0.9575, -4.8927]],
  "forces_ev_per_a": [[0.1, 0.1, -0.4], [-0.1, -0.2, 0.4], [0.0, 0.1, -0.2], [0.0, 0.0, 0.1], [-0.4, 0.4, 0.6], [0.2, 0.1, -0.4], [0.0, -0.3, 0.5], [0.0, -0.2, -1.0], [0.0, 0.0, -0.3], [-0.2, 0.3, -0.1], [0.8, -0.1, 0.1], [-0.3, 0.3, 0.6], [0.2, -0.1, -0.3], [-0.3, 0.0, 0.3], [0.1, 0.1, -0.1], [-0.1, 0.1, 0.0], [0.0, -0.1, -0.1], [-0.1, 0.1, 0.3], [-0.2, -0.4, 0.0], [-0.2, 0.1, 0.0], [0.1, -0.2, 0.0], [-0.3, 0.0, 0.0], [0.5, 0.3, -0.1], [0.0, 0.0, -0.1], [-0.1, 0.2, 0.3], [-0.1, -0.2, 0.4], [-0.2, 0.1, 0.2], [0.4, -0.3, -0.6], [-0.1, 0.0, 0.0], [0.0, 0.1, 0.1], [0.0, -0.1, 0.0], [-0.1, 0.3, 0.0], [0.1, -0.2, -0.2], [0.1, 0.0, 0.0], [-0.2, 0.1, 0.0], [0.0, 0.0, 0.0], [0.1, 0.0, 0.0], [0.0, -0.1, 0.1], [0.0, 0.0, 0.1], [0.1, 0.1, 0.0], [0.0, -0.1, 0.0], [0.1, 0.0, 0.0], [0.0, 0.1, -0.1], [-0.1, 0.0, 0.0], [0.1, 0.2, 0.0], [0.2, -0.1, 0.0], [0.1, -0.2, 0.0], [-0.1, 0.0, 0.0], [-0.1, 0.0, -0.1], [0.0, -0.1, -0.1], [0.0, 0.0, -0.1], [0.1, -0.2, -0.1], [0.1, 0.0, 0.1], [0.0, 0.0, 0.1], [-0.1, -0.1, 0.0]],
  "nbo_charge": [-0.259, -0.498, 0.765, -0.607, -0.021, -0.180, -0.440, 2.333, -0.960, -0.931, -0.867, -0.219, -0.231, -0.440, -0.205, -0.453, -0.192, -0.470, -0.177, -0.264, -0.254, -0.417, 0.404, -0.208, -0.428, 0.026, -0.285, -0.397, 0.194, 0.194, 0.198, 0.246, 0.400, 0.199, 0.229, 0.203, 0.220, 0.211, 0.203, 0.182, 0.202, 0.188, 0.205, 0.240, 0.230, 0.221, 0.232, 0.200, 0.188, 0.189, 0.208, 0.234, 0.224, 0.209, 0.225],
  "relative_energy_kcal_mol": 30.1,
  "orbital_gap_ev": 8.39,
  "total_charge": 0,
  "energy_ha": -2001.79377,
  "homo_ha": -0.2876,
  "largest_force_ev_per_a": 1.05,
  "spin_multiplicity": 1,
  "lumo_ev": 0.6,
  "smiles": "COC(=O)c1cc(S(=O)(=O)NCC2CCN(CCc3cccs3)CC2)cn1C"
}



No. 2
{
  "formula": "C19H27N3O6S",
  "method": "the ωB97M-V functional and the def2-TZVPD basis",
  "species": ["C", "C", "C", "N", "C", "O", "N", "C", "O", "C", "O", "C", "O", "C", "C", "N", "S", "O", "O", "C", "C", "C", "C", "C", "C", "C", "C", "C", "C", "H", "H", "H", "H", "H", "H", "H", "H", "H", "H", "H", "H", "H", "H", "H", "H", "H", "H", "H", "H", "H", "H", "H", "H", "H", "H", "H"],
  "positions_angstrom": [[1.0613, 3.3488, -3.2149], [1.2029, 2.8095, -2.0193], [1.9700, 3.4445, -0.8955], [2.8063, 2.4726, -0.2240], [2.4334, 1.9278, 0.9367], [1.5844, 2.3634, 1.6836], [3.1512, 0.7630, 1.3280], [4.0513, 0.0749, 0.5890], [4.6447, 0.5168, -0.3708], [4.2621, -1.3786, 1.0392], [3.3887, -2.1763, 0.2412], [2.1830, -2.4519, 0.7160], [1.8278, -2.2412, 1.8513], [1.2994, -3.1680, -0.3116], [1.8532, -3.1067, -1.7262], [-0.0398, -2.5961, -0.2703], [-0.0639, -0.9201, -0.6178], [-0.1131, -0.7417, -2.0374], [1.0962, -0.3212, -0.0021], [-1.6229, -0.4283, 0.1266], [-2.7719, -0.6035, -0.6455], [-2.7571, -1.4120, -1.9042], [-3.9663, -0.0375, -0.1921], [-5.2304, -0.1422, -0.9921], [-3.9727, 0.6436, 1.0162], [-2.8548, 0.7190, 1.8291], [-2.9372, 1.4211, 3.1500], [-1.6514, 0.1461, 1.3951], [-0.4751, 0.1395, 2.3123], [0.4957, 2.8627, -3.9904], [1.4971, 4.3035, -3.4637], [0.7680, 1.8460, -1.7853], [1.2752, 3.8348, -0.1440], [2.5945, 4.2634, -1.2651], [3.4894, 1.9684, -0.7800], [2.6848, 0.2816, 2.0880], [4.0438, -1.5264, 2.1009], [5.2755, -1.6978, 0.7895], [1.2130, -4.2139, 0.0158], [1.1532, -3.5901, -2.4024], [2.8153, -3.6084, -1.7748], [1.9708, -2.0724, -2.0351], [-0.4385, -2.7069, 0.6542], [-3.7181, -1.8988, -2.0505], [-1.9774, -2.1655, -1.8647], [-2.5546, -0.7761, -2.7644], [-5.0636, 0.1711, -2.0205], [-6.0041, 0.4859, -0.5584], [-5.5960, -1.1689, -1.0058], [-4.8909, 1.1081, 1.3480], [-2.8676, 0.7091, 3.9724], [-2.1230, 2.1351, 3.2534], [-3.8826, 1.9499, 3.2393], [0.0700, 1.0813, 2.2358], [-0.8043, 0.0218, 3.3420], [0.2147, -0.6627, 2.0752]],
  "forces_ev_per_a": [[0.0, 0.0, -0.1], [0.1, 0.0, 0.2], [-0.2, 0.2, 0.1], [0.2, -0.1, -0.5], [0.5, 0.0, 0.2], [-0.3, 0.1, 0.2], [-0.3, 0.3, 0.4], [0.3, -0.5, 0.2], [0.1, 0.0, -0.3], [0.1, 0.2, 0.2], [0.3, 0.0, -0.4], [-0.2, -0.5, 0.6], [0.1, -0.1, -0.1], [0.4, 0.1, -0.3], [0.0, -0.2, 0.1], [-0.4, 0.8, -0.1], [0.0, -0.6, 0.1], [-0.3, 0.0, -0.1], [-0.5, 0.2, 0.0], [0.4, -0.2, -0.1], [-0.3, 0.0, -0.1], [-0.1, 0.0, -0.2], [0.2, 0.0, 0.0], [0.1, 0.0, 0.0], [0.2, -0.1, -0.1], [0.0, -0.1, -0.2], [0.0, -0.1, 0.0], [-0.1, 0.1, 0.2], [0.1, 0.1, 0.2], [-0.1, -0.1, -0.1], [0.1, 0.2, 0.0], [-0.1, -0.1, -0.1], [0.2, 0.0, -0.1], [-0.1, 0.0, 0.1], [0.0, 0.0, 0.2], [0.1, 0.0, -0.2], [0.1, 0.0, -0.2], [-0.2, 0.1, 0.1], [0.0, 0.3, 0.0], [0.0, 0.0, -0.1], [0.0, 0.0, -0.1], [0.1, 0.0, -0.1], [-0.1, 0.0, 0.2], [0.0, 0.0, 0.0], [-0.2, -0.1, -0.2], [0.0, 0.0, -0.1], [-0.1, 0.0, -0.1], [-0.1, 0.0, 0.0], [-0.1, -0.1, -0.1], [-0.1, 0.0, 0.0], [0.0, 0.0, 0.1], [0.0, 0.1, 0.1], [0.0, 0.0, 0.0], [0.0, -0.1, 0.1], [0.0, 0.0, 0.1], [0.0, 0.0, 0.2]],
  "nbo_charge": [-0.392, -0.187, -0.265, -0.615, 0.815, -0.658, -0.644, 0.674, -0.598, -0.164, -0.491, 0.825, -0.636, -0.160, -0.618, -0.832, 2.294, -0.935, -0.976, -0.378, 0.119, -0.663, -0.047, -0.631, -0.158, -0.028, -0.630, 0.049, -0.681, 0.202, 0.187, 0.215, 0.240, 0.200, 0.434, 0.430, 0.211, 0.222, 0.235, 0.224, 0.224, 0.237, 0.403, 0.213, 0.238, 0.239, 0.221, 0.218, 0.219, 0.205, 0.219, 0.228, 0.216, 0.278, 0.214, 0.240],
  "relative_energy_kcal_mol": 29.9,
  "orbital_gap_ev": 9.31,
  "total_charge": 0,
  "energy_ha": -1754.13428,
  "homo_ha": -0.3220,
  "largest_force_ev_per_a": 0.93,
  "spin_multiplicity": 1,
  "lumo_ev": 0.6,
  "smiles": "C=CCNC(=O)NC(=O)COC(=O)[C@H](C)NS(=O)(=O)c1c(C)c(C)cc(C)c1C"
}



No. 3
{
  "formula": "C19H27N3O8S2",
  "method": "the ωB97M-V functional and the def2-TZVPD basis",
  "species": ["C", "C", "N", "C", "O", "C", "O", "C", "O", "C", "N", "C", "S", "O", "O", "C", "C", "C", "C", "N", "C", "C", "O", "C", "C", "C", "C", "C", "S", "O", "O", "C", "H", "H", "H", "H", "H", "H", "H", "H", "H", "H", "H", "H", "H", "H", "H", "H", "H", "H", "H", "H", "H", "H", "H", "H", "H", "H", "H"],
  "positions_angstrom": [[-0.2691, 0.3672, 4.5203], [0.4021, 0.9802, 3.2933], [0.4252, 0.0538, 2.1731], [-0.5176, -0.0386, 1.2096], [-0.4432, -0.8531, 0.3086], [-1.7226, 0.9110, 1.2319], [-1.5459, 1.9412, 0.2574], [-1.1769, 3.1488, 0.6790], [-0.9393, 3.4127, 1.8321], [-1.1140, 4.1706, -0.4421], [-1.7795, 3.8319, -1.6584], [-3.1981, 3.5969, -1.6575], [-0.8571, 3.3068, -2.9488], [-1.6717, 3.4698, -4.1159], [0.3839, 4.0247, -2.8530], [-0.5192, 1.5706, -2.7137], [-1.5410, 0.6428, -2.7885], [-1.2669, -0.7004, -2.6221], [0.0449, -1.1210, -2.3901], [0.3924, -2.4443, -2.1796], [-0.4245, -3.5352, -2.0733], [0.3498, -4.7985, -1.7614], [-1.6229, -3.5237, -2.2413], [1.0732, -0.1723, -2.3648], [0.7879, 1.1699, -2.5107], [1.5494, -0.8815, 2.1237], [1.1142, -2.3602, 2.1455], [2.3613, -3.1920, 1.9598], [3.2193, -2.2861, 0.6295], [4.6235, -2.1908, 0.9071], [2.8493, -2.8265, -0.6558], [2.4062, -0.6746, 0.8811], [-1.2890, 0.0680, 4.2914], [0.2758, -0.5087, 4.8652], [-0.2934, 1.0965, 5.3247], [1.4357, 1.2426, 3.5320], [-0.0977, 1.9054, 3.0067], [-1.9276, 1.3552, 2.2073], [-2.5798, 0.3283, 0.8842], [-0.0628, 4.3315, -0.7056], [-1.5015, 5.1144, -0.0348], [-3.4713, 2.6794, -1.1261], [-3.4993, 3.5211, -2.6996], [-3.7117, 4.4447, -1.1990], [-2.5460, 0.9790, -2.9864], [-2.0549, -1.4335, -2.6572], [1.3656, -2.5899, -1.9229], [-0.2909, -5.4929, -1.2250], [1.2483, -4.5848, -1.1900], [0.6389, -5.2642, -2.7023], [2.0946, -0.5042, -2.2382], [1.5623, 1.9205, -2.4859], [2.1562, -0.6955, 3.0152], [0.6018, -2.5889, 3.0809], [0.4287, -2.5395, 1.3169], [2.1638, -4.2086, 1.6390], [3.0199, -3.1835, 2.8238], [3.1728, 0.0833, 1.0003], [1.7885, -0.4759, 0.0104]],
  "forces_ev_per_a": [[0.2, 0.2, -0.2], [-0.3, 0.2, 0.4], [0.4, 0.0, 0.0], [-0.3, 0.3, 0.0], [-0.2, -0.1, -0.1], [-0.1, -0.2, 0.3], [0.0, -0.2, -0.3], [0.0, 0.3, 0.3], [0.0, 0.2, -0.2], [0.3, 0.2, 0.1], [0.6, -0.3, -0.7], [-0.3, -0.2, -0.2], [-0.1, 0.2, 0.1], [-0.2, -0.3, 0.2], [0.1, -0.3, 0.2], [0.0, 0.8, -0.1], [0.0, -0.1, 0.0], [-0.2, 0.0, -0.1], [-0.1, 0.4, -0.3], [0.4, 0.0, 0.0], [0.3, -0.3, 0.1], [-0.2, 0.0, 0.0], [-0.3, 0.0, 0.0], [-0.2, -0.1, -0.1], [0.1, 0.1, 0.1], [-0.4, -0.2, 0.1], [-0.3, 0.1, 0.2], [0.2, 0.5, -0.5], [0.3, 0.1, 0.2], [0.2, 0.1, 0.3], [-0.4, -0.1, -0.2], [0.3, -0.6, 0.0], [-0.1, 0.0, 0.0], [0.0, -0.1, 0.1], [0.0, 0.0, 0.2], [-0.1, 0.0, -0.1], [0.1, -0.2, 0.0], [0.0, -0.1, -0.1], [0.2, 0.1, 0.1], [-0.1, 0.1, 0.3], [0.1, -0.2, 0.0], [0.0, 0.0, 0.0], [-0.3, 0.0, 0.1], [0.0, 0.0, 0.0], [-0.2, -0.1, 0.0], [0.0, 0.0, 0.0], [-0.3, 0.0, 0.0], [0.0, 0.0, 0.0], [0.1, -0.1, 0.0], [0.0, 0.0, -0.1], [0.1, 0.0, 0.0], [0.1, 0.0, 0.0], [-0.1, 0.0, -0.1], [0.0, 0.0, 0.0], [0.0, 0.0, 0.1], [0.1, -0.1, -0.1], [0.1, 0.0, 0.0], [0.1, 0.0, 0.0], [0.0, -0.1, 0.0]],
  "nbo_charge": [-0.616, -0.233, -0.429, 0.665, -0.633, -0.167, -0.493, 0.794, -0.614, -0.335, -0.677, -0.424, 2.334, -0.933, -0.951, -0.372, -0.182, -0.186, 0.203, -0.625, 0.694, -0.716, -0.608, -0.263, -0.174, -0.034, -0.440, -0.645, 2.165, -0.931, -0.981, -0.678, 0.206, 0.202, 0.223, 0.200, 0.254, 0.212, 0.227, 0.279, 0.232, 0.188, 0.245, 0.203, 0.225, 0.254, 0.435, 0.234, 0.228, 0.239, 0.219, 0.243, 0.215, 0.228, 0.259, 0.257, 0.240, 0.255, 0.282],
  "relative_energy_kcal_mol": 0.0,
  "orbital_gap_ev": 8.75,
  "total_charge": 0,
  "energy_ha": -2302.80348,
  "homo_ha": -0.3126,
  "largest_force_ev_per_a": 0.93,
  "spin_multiplicity": 1,
  "lumo_ev": 0.2,
  "smiles": "CCN(C(=O)COC(=O)CN(C)S(=O)(=O)c1ccc(NC(C)=O)cc1)[C@H]1CCS(=O)(=O)C1"
}



No. 4
{
  "formula": "C19H27N4O3P",
  "method": "the ωB97M-V functional and the def2-TZVPD basis",
  "species": ["C", "C", "C", "C", "C", "N", "C", "C", "N", "O", "C", "C", "C", "C", "P", "O", "O", "H", "H", "H", "H", "H", "H", "H", "H", "H", "H", "H", "H", "H", "H", "H", "H", "H", "C", "C", "C", "N", "C", "H", "H", "H", "H", "H", "C", "C", "C", "N", "C", "H", "H", "H", "H", "H"],
  "positions_angstrom": [[-4.3302, 0.9929, -1.2559], [-3.9689, 1.5499, -0.0736], [-2.6524, 2.2450, 0.0635], [-1.9144, 2.1913, 1.4536], [-2.2211, 3.3859, 2.2364], [-2.3499, 4.3163, 2.8996], [-0.3987, 2.1264, 1.1340], [-0.0065, 3.3379, 0.3746], [0.3142, 4.1883, -0.3231], [0.3539, 1.9527, 2.2952], [1.7364, 1.7370, 2.0377], [2.0635, 0.3694, 1.4157], [2.5332, 0.4120, -0.0546], [1.4478, -0.0322, -1.0615], [-2.2585, 0.6783, 2.5764], [-1.8975, -0.5928, 1.5861], [-3.8573, 0.5963, 2.8190], [-5.2790, 1.2885, -1.6954], [-3.7528, 0.2121, -1.7412], [-4.6731, 1.5107, 0.7517], [-2.7800, 3.2865, -0.2332], [-1.9733, 1.8061, -0.6789], [-0.2764, 1.2565, 0.4771], [2.1682, 2.5298, 1.4178], [2.2186, 1.8147, 3.0093], [2.8856, -0.0522, 1.9963], [1.2330, -0.3332, 1.5295], [2.8337, 1.4312, -0.2993], [3.3840, -0.2509, -0.2052], [1.8710, -0.5331, -1.9285], [0.8772, 0.8356, -1.4033], [0.7195, -0.6903, -0.5798], [-0.9344, -0.6028, 1.5202], [-4.3371, 0.1182, 2.1260], [-4.4668, -4.8042, -0.8006], [-3.5437, -3.7226, -0.7893], [-3.5313, -3.2057, 0.4797], [-4.4133, -3.9339, 1.2319], [-4.9850, -4.9099, 0.4619], [-4.7196, -5.4318, -1.6386], [-2.9561, -3.3658, -1.6189], [-2.9745, -2.3883, 0.9070], [-4.6105, -3.7761, 2.2026], [-5.7071, -5.5925, 0.8757], [6.7063, 0.9743, -2.2207], [7.5203, -0.0804, -1.7236], [6.9341, -1.2598, -2.0971], [5.7972, -0.9590, -2.7971], [5.6533, 0.3997, -2.8799], [6.8761, 2.0318, -2.1077], [8.4317, 0.0173, -1.1581], [7.2271, -2.2812, -1.9259], [5.1661, -1.6321, -3.1898], [4.8174, 0.8380, -3.3980]],
  "forces_ev_per_a": [[-0.3, 0.0, 0.5], [0.0, -0.2, -0.5], [0.9, -1.5, 0.9], [-0.7, -0.1, -1.0], [0.4, -0.1, 0.4], [-0.2, -0.1, -0.2], [-0.4, 0.0, 0.4], [0.2, -0.5, -0.2], [0.0, 0.3, 0.0], [0.0, 0.3, -0.1], [0.4, -0.4, 0.3], [0.6, 0.1, -0.3], [-0.7, -0.4, -0.3], [-0.2, 0.6, 0.4], [1.2, 0.5, 2.3], [-0.5, 0.6, -0.5], [0.1, -0.5, -1.0], [-0.7, -1.4, 0.6], [0.9, 1.2, -0.9], [-0.6, 1.8, -0.4], [-0.1, 0.0, 0.0], [-0.1, 0.1, -0.1], [0.1, 0.2, -0.2], [-0.2, 0.1, 0.0], [-0.2, 0.0, 0.1], [-0.1, 0.0, 0.1], [-0.1, 0.1, 0.1], [0.3, -0.1, 0.0], [0.2, 0.2, 0.2], [-0.1, 0.0, -0.1], [0.0, -0.1, -0.2], [0.1, -0.3, -0.1], [0.1, -0.4, 0.0], [-0.2, 0.1, 0.0], [0.0, 0.0, 0.0], [0.0, 0.0, 0.0], [0.0, 0.0, 0.0], [0.0, 0.0, 0.0], [0.0, 0.0, 0.0], [0.0, 0.0, 0.0], [0.0, 0.0, 0.0], [0.0, -0.1, -0.1], [0.0, 0.0, 0.0], [0.0, 0.0, 0.0], [0.0, 0.0, 0.0], [0.0, 0.0, 0.0], [0.0, 0.0, 0.0], [0.0, 0.0, 0.0], [-0.1, 0.0, 0.0], [0.0, 0.0, 0.0], [0.0, 0.0, 0.0], [0.0, 0.0, 0.0], [0.0, 0.0, 0.0], [0.0, 0.0, 0.0]],
  "nbo_charge": [-0.391, -0.185, -0.440, -0.481, 0.263, -0.278, 0.011, 0.251, -0.278, -0.509, -0.075, -0.436, -0.408, -0.610, 1.402, -0.998, -0.971, 0.205, 0.207, 0.199, 0.254, 0.222, 0.214, 0.183, 0.208, 0.229, 0.185, 0.210, 0.216, 0.219, 0.203, 0.188, 0.499, 0.499, -0.309, -0.300, -0.094, -0.507, -0.077, 0.221, 0.215, 0.226, 0.410, 0.210, -0.304, -0.304, -0.078, -0.509, -0.081, 0.224, 0.223, 0.211, 0.410, 0.211],
  "orbital_gap_ev": 8.65,
  "total_charge": 0,
  "energy_ha": -1526.16329,
  "homo_ha": -0.3106,
  "largest_force_ev_per_a": 2.63,
  "spin_multiplicity": 1,
  "lumo_ev": 0.2,
  "smiles": "C=CC[C@](C#N)([C@@H](C#N)OCCCC)P(O)O.c1cc[nH]c1.c1cc[nH]c1"
}